A 10-piece molecular cluster, C39H99N15O19P4 overall, computed with wB97M-V/def2-TZVPD.

Cartesian coordinates (Å):
C (-7.5719, 4.4639, -0.7900)
N (-6.8223, 5.7707, -0.7891)
C (-7.5389, 7.0547, -0.5969)
P (-5.0655, 5.7374, -0.9571)
O (-4.5606, 4.5320, -1.6588)
N (-4.6138, 7.2437, -1.5498)
C (-4.9023, 7.5695, -2.9252)
C (-3.3584, 7.8034, -1.0664)
N (-4.6708, 5.5951, 0.6902)
C (-3.8023, 4.5601, 1.2621)
C (-5.2745, 6.4280, 1.7502)
H (-6.9559, 3.5687, -0.8751)
H (-8.2172, 4.5045, -1.6675)
H (-8.1349, 4.2307, 0.1137)
H (-8.2074, 7.0055, 0.2626)
H (-8.1103, 7.2068, -1.5126)
H (-6.8754, 7.9166, -0.5271)
H (-5.9448, 7.3238, -3.1273)
H (-4.6875, 8.6319, -3.0408)
H (-4.0991, 7.0990, -3.4923)
H (-2.5952, 7.8450, -1.8435)
H (-3.5012, 8.8705, -0.8959)
H (-2.9398, 7.2875, -0.2023)
H (-4.0121, 4.2690, 2.2914)
H (-4.0058, 3.6152, 0.7582)
H (-2.7545, 4.8261, 1.1232)
H (-4.7078, 6.4365, 2.6812)
H (-6.3302, 6.1764, 1.8520)
H (-5.4654, 7.4373, 1.3854)
C (4.3278, 2.2766, -5.2466)
N (4.0063, 2.8951, -6.5486)
C (4.8556, 2.5868, -7.7570)
P (2.7533, 4.0913, -6.7671)
O (2.1108, 4.0390, -8.1039)
N (1.6299, 3.8232, -5.4439)
C (1.1129, 2.4867, -5.3090)
C (0.7255, 4.7759, -4.8855)
N (3.5397, 5.5905, -6.4266)
C (3.8863, 5.9416, -5.0984)
C (3.4516, 6.8093, -7.3536)
H (5.3801, 1.9964, -5.2949)
H (3.8909, 1.2788, -5.2057)
H (4.0462, 2.7496, -4.3059)
H (5.6763, 3.2878, -7.6047)
H (4.1739, 2.8181, -8.5755)
H (5.2348, 1.5654, -7.7900)
H (0.1725, 2.4543, -4.7589)
H (0.7773, 2.0238, -6.2370)
H (1.8934, 1.8228, -4.9372)
H (-0.3072, 4.5074, -5.1082)
H (0.9431, 4.7017, -3.8201)
H (0.9062, 5.8340, -5.0747)
H (4.6937, 6.6586, -5.2473)
H (3.0538, 6.5269, -4.7079)
H (4.3622, 5.1456, -4.5257)
H (3.4151, 6.4427, -8.3794)
H (4.2197, 7.5768, -7.2587)
H (2.4578, 7.2278, -7.1948)
C (5.8911, -5.5785, 5.3425)
N (7.2633, -5.1619, 5.0553)
C (8.1993, -5.8031, 5.8225)
P (7.5930, -3.8132, 4.0668)
O (8.7720, -4.1199, 3.2057)
N (6.2693, -3.3565, 3.1309)
C (5.1763, -2.5833, 3.7110)
C (5.9101, -4.0249, 1.8365)
N (7.8008, -2.5584, 5.2241)
C (6.8929, -2.3642, 6.3965)
C (9.0781, -1.8016, 5.3725)
H (5.8697, -6.4893, 5.9409)
H (5.4960, -5.7835, 4.3476)
H (5.3163, -4.8991, 5.9720)
H (8.0997, -6.8870, 5.7641)
H (8.2443, -5.5009, 6.8688)
H (9.2340, -5.7842, 5.4803)
H (5.4610, -1.9052, 4.5156)
H (4.5796, -2.0011, 3.0088)
H (4.3512, -3.1182, 4.1813)
H (6.6783, -4.2612, 1.1002)
H (5.4684, -4.9603, 2.1799)
H (5.2812, -3.4297, 1.1744)
H (6.7400, -1.2888, 6.4878)
H (6.0035, -2.9230, 6.1056)
H (7.3590, -2.7275, 7.3124)
H (8.6691, -0.8955, 5.8195)
H (9.4337, -1.4186, 4.4160)
H (9.7927, -2.1887, 6.0989)
C (-8.0627, -1.1637, -3.4140)
N (-7.1699, -1.3918, -2.3420)
C (-5.7944, -0.7974, -2.5909)
P (-7.2692, -2.7835, -1.3731)
O (-7.0188, -4.0561, -2.0737)
N (-6.3857, -2.4842, 0.0189)
C (-5.6793, -3.4957, 0.8148)
C (-6.2210, -1.0629, 0.6373)
N (-8.8552, -2.6835, -0.6951)
C (-9.7841, -3.8735, -0.7819)
C (-9.1384, -1.7122, 0.4129)
H (-7.8001, -1.5835, -4.3850)
H (-8.2714, -0.1005, -3.5323)
H (-8.9661, -1.6958, -3.1160)
H (-5.4042, -0.2995, -1.7033)
H (-5.7007, 0.0805, -3.2302)
H (-5.2736, -1.6851, -2.9498)
H (-4.7222, -3.1715, 1.2234)
H (-6.3706, -3.7177, 1.6278)
H (-5.6014, -4.4885, 0.3718)
H (-5.1384, -0.9410, 0.6019)
H (-6.7244, -0.2014, 0.1986)
H (-6.5422, -0.9891, 1.6763)
H (-9.7159, -4.5465, 0.0728)
H (-10.7093, -3.3351, -0.9873)
H (-9.5055, -4.3970, -1.6964)
H (-8.9838, -0.6828, 0.0898)
H (-8.6783, -2.0069, 1.3560)
H (-10.2105, -1.8211, 0.5772)
C (0.7205, 2.8053, 5.1997)
C (1.9588, 2.0288, 5.8158)
C (2.3216, 2.5738, 7.1788)
O (2.4902, 1.3961, 8.0202)
C (1.9915, 0.3159, 7.2184)
O (1.9837, -0.8900, 7.5537)
O (1.4709, 0.7267, 6.1222)
H (0.4085, 2.1608, 4.3779)
H (0.8934, 3.8511, 4.9457)
H (-0.0564, 2.8683, 5.9617)
H (2.8632, 1.8667, 5.2294)
H (1.6813, 3.3199, 7.6493)
H (3.3459, 2.9448, 7.1449)
C (7.3505, 4.5210, 2.0374)
C (6.2099, 3.5837, 1.8629)
C (5.3061, 3.9070, 0.7432)
O (4.8915, 2.7437, 0.2610)
C (5.8384, 1.8578, 0.5583)
O (5.8418, 0.8075, -0.0942)
O (6.7158, 2.3077, 1.4788)
H (7.9252, 4.7890, 1.1508)
H (7.9651, 4.2764, 2.9038)
H (6.9703, 5.4869, 2.3700)
H (5.7091, 3.4565, 2.8226)
H (5.6547, 4.5588, -0.0578)
H (4.3812, 4.3357, 1.1290)
C (-0.1158, -7.0358, 3.2633)
C (-1.3793, -7.7098, 2.9896)
C (-1.3854, -9.1786, 2.6213)
O (-2.1882, -9.8804, 3.5552)
C (-2.7756, -9.0374, 4.3774)
O (-3.4668, -9.2960, 5.3208)
O (-2.0972, -7.8424, 4.1830)
H (-0.4387, -6.0633, 3.6349)
H (0.4191, -7.1247, 2.3177)
H (0.4935, -7.4954, 4.0415)
H (-1.9663, -7.2871, 2.1742)
H (-0.3303, -9.4070, 2.7722)
H (-1.5992, -9.3143, 1.5611)
C (-0.1175, -0.6155, 0.6830)
N (-0.2098, -1.6167, -0.3669)
O (0.1182, -2.7490, -0.0719)
O (-0.4709, -1.2888, -1.5652)
H (-0.6330, -0.9487, 1.5837)
H (-0.6363, 0.2195, 0.2122)
H (0.9379, -0.4321, 0.8847)
C (-0.6480, -4.4923, -6.7648)
N (-0.0343, -5.7060, -7.3466)
O (0.4910, -5.6579, -8.4311)
O (-0.3399, -6.7571, -6.7227)
H (-0.0477, -3.7015, -7.2146)
H (-0.4198, -4.4373, -5.7004)
H (-1.6419, -4.5385, -7.2100)
C (0.2845, -7.2827, -2.3185)
N (-0.1098, -8.7065, -2.5468)
O (0.6915, -9.6570, -2.4095)
O (-1.2912, -8.9369, -2.7344)
H (0.8878, -6.9381, -3.1584)
H (0.8375, -7.3394, -1.3809)
H (-0.5410, -6.5743, -2.2493)

## Properties
LUMO, eV: -0.703
Electronic energy, eV: -140446.417
Gap between HOMO and LUMO, eV: 7.558
Charge: 0

Löwdin atomic charge list, values in e, 8 entries:
1. C -0.09
2. N -0.30
3. C -0.13
4. P 0.58
5. O -0.31
6. N -0.34
7. C -0.10
8. C -0.11

C3AgO as an isolated structure, computed with wB97M-V/def2-TZVPD.

Cartesian coordinates (Å):
C (-1.9591, -1.1577, 0.1699)
C (-0.3091, 0.3886, -0.0741)
O (-1.6090, 0.0588, -0.0535)
C (0.9100, 0.2701, -0.0537)
Ag (2.9672, 0.4403, 0.0114)

## Properties
LUMO (spin up / spin down), eV: -5.693 / -9.359
Electronic energy, eV: -9139.713
Multiplicity: 3
<S²>: 2.006
Gap between HOMO and LUMO (spin up / spin down), eV: 7.407 / 7.150
Charge: +1

In the Löwdin picture, each atom carries the following charge in e:
1. C 0.26
2. C -0.09
3. O -0.04
4. C 0.05
5. Ag 0.82

| no. | M (Da) |
| --- | --- |
| 1 | 1206.203 |
| 2 | 159.900 |